No. 1
This record from the Open Molecules 2025 dataset describes a 2-piece molecular cluster, C2H10N2O2 overall at a distorted geometry. The level of theory is ωB97M-V with the def2-TZVPD basis set.

Structure (XYZ):
```
16
Properties=species:S:1:pos:R:3:lowdin_charge:R:1
C -1.838 -0.113 0.706 -0.12
O 2.016 0.960 -0.390 -0.17
H 1.039 2.562 0.456 0.07
N 0.099 -1.094 -0.244 -0.16
C 1.297 2.154 -0.527 -0.20
H 0.386 2.043 -1.125 0.07
H 1.435 0.206 -0.029 0.06
H 1.932 2.880 -1.042 0.08
H -2.891 0.045 0.482 0.09
H -1.312 0.842 0.796 0.07
H -0.076 -3.105 -0.419 0.09
H 0.171 -2.517 1.125 0.08
O -1.337 -0.861 -0.379 -0.20
H 0.443 -0.951 -1.201 0.13
H -1.757 -0.661 1.651 0.08
N 0.394 -2.391 0.139 0.02
```

The charge is 0. As for the relative energy (zero: lowest compared OMol25 entry of this formula, charge and spin): 3.267 eV. The calculation puts the HOMO-LUMO gap at 10.708 eV. As for the lowest unoccupied orbital energy: 0.91 eV. The SMILES is CONN.CO.

No. 2
This record from the Open Molecules 2025 dataset describes C24H22IIrN10O7P2S as an isolated structure. The level of theory is ωB97M-V with the def2-TZVPD basis set.

Structure (XYZ):
```
68
Properties=species:S:1:pos:R:3:lowdin_charge:R:1
H -0.133 1.219 3.591 0.11
C 0.656 1.555 0.426 -0.24
C 1.373 -2.055 4.580 -0.05
N 0.512 -0.615 2.902 0.12
H 1.810 -3.006 4.854 0.12
H -3.227 0.835 -1.160 0.09
I 6.183 -1.225 -0.035 0.93
N -3.989 0.966 1.444 0.07
C 0.624 -0.013 5.192 -0.10
H 3.448 0.052 -4.265 0.13
N 1.816 -4.681 1.469 0.07
N 1.164 -1.174 5.545 0.10
N -1.373 0.688 0.815 0.08
C 1.285 -2.809 2.223 -0.27
H 2.119 -5.643 1.482 0.18
C 0.301 0.266 3.873 -0.10
C -3.634 2.857 -1.706 -0.05
H 5.562 -0.361 -3.000 0.11
C -4.483 3.238 0.914 -0.01
O -1.403 -4.368 -1.506 -0.15
C -3.971 2.009 0.502 -0.23
C 4.499 -0.858 -1.195 -0.71
N 1.676 -3.999 2.612 0.14
O -0.733 -0.201 -1.886 -0.43
C 2.811 2.534 0.777 -0.05
C -2.247 -0.402 0.865 -0.73
C 1.515 -3.932 0.422 -0.11
N -3.451 -0.222 1.382 0.07
C -4.107 4.099 -1.297 -0.06
O -1.747 -2.301 -2.838 -0.27
Ir 0.239 -1.338 -0.501 1.22
O -0.340 -4.278 -3.827 -0.22
C 3.250 -1.002 -0.630 -0.23
H 1.566 -4.250 -0.605 0.14
C 0.998 3.861 -0.095 -0.05
H 1.281 -0.257 -3.135 0.08
C 1.044 -1.776 3.250 -0.20
P -0.664 -3.502 -2.640 0.22
N 2.120 -0.776 -1.314 -0.08
C 2.321 3.747 0.308 -0.05
H -3.010 -0.120 -4.266 0.10
C 3.428 -0.242 -3.226 0.00
O 0.497 -2.815 -1.884 -0.45
H 0.451 0.713 5.976 0.11
C 1.981 1.428 0.831 -0.04
O -0.397 -0.715 -4.381 -0.24
H 2.330 0.487 1.218 0.08
H -4.157 4.918 -2.002 0.11
N 1.185 -2.718 0.845 -0.03
H 0.623 4.805 -0.465 0.11
C 4.596 -0.473 -2.526 -0.10
H -3.332 2.696 -2.731 0.11
H 3.839 2.450 1.102 0.11
H -4.926 5.243 0.327 0.11
H -1.827 -5.139 -1.904 0.09
C -3.558 1.804 -0.813 -0.02
C 2.205 -0.405 -2.596 -0.07
H -0.877 2.830 -0.358 0.11
O -2.670 -0.050 -3.365 -0.10
N -0.205 0.414 0.474 -0.13
P -1.273 -0.798 -3.211 0.23
H -4.702 1.031 2.159 0.17
H 3.143 -1.291 0.405 0.08
C 0.151 2.767 -0.030 0.01
H -4.832 3.371 1.931 0.12
H 2.975 4.606 0.255 0.11
C -4.538 4.284 0.011 -0.06
S -1.770 -1.962 0.429 0.86
```

As for the spin multiplicity: 2. The charge is +1. As for the relative energy (zero: lowest compared OMol25 entry of this formula, charge and spin): 0.401 eV. The calculation puts the HOMO-LUMO gap (alpha / beta) at 6.717 / 6.283 eV. As for the lowest unoccupied orbital energy (alpha / beta): -4.36 / -5.31 eV. Its expectation value of S² is 0.80.

No. 3
This record from the Open Molecules 2025 dataset describes C26H37N6PRhSe2 as an isolated structure. The level of theory is ωB97M-V with the def2-TZVPD basis set.

Structure (XYZ):
```
73
Properties=species:S:1:pos:R:3:lowdin_charge:R:1
H 0.433 4.318 1.753 0.06
C 2.828 2.099 4.052 -0.03
C 0.440 3.571 -1.279 -0.47
C 0.700 1.265 4.805 -0.05
C 0.650 -4.089 3.395 -0.04
C 1.443 -3.349 0.842 -0.11
H -0.976 3.293 1.383 0.04
N -0.548 -1.560 -0.860 0.01
C 1.693 0.390 2.783 -0.37
H 0.698 -6.102 2.659 0.13
H -3.447 1.618 2.263 0.11
N 1.911 0.036 -1.557 -0.04
H 6.428 -0.884 -1.548 0.13
H 0.757 -2.021 3.895 0.09
C 1.796 2.105 4.978 -0.03
H 1.433 -5.442 0.392 0.12
H 0.288 2.735 2.544 0.01
H -2.626 -2.549 1.368 0.13
H -2.235 1.270 3.530 0.09
N -1.361 0.382 0.988 0.01
H -3.491 1.666 -2.649 0.05
C -0.971 3.219 -1.691 -0.48
H -3.195 1.198 -0.942 0.02
C -1.436 -2.282 -0.247 -0.46
C 2.782 1.244 2.957 -0.10
C 1.240 -2.365 1.817 -0.34
C 0.838 -5.056 2.419 -0.04
C -2.933 1.016 -1.980 -0.32
H 6.405 -1.511 0.844 0.13
H 0.376 -4.379 4.401 0.12
H -3.936 0.874 3.776 0.11
H -0.220 -0.223 3.577 0.09
H 3.600 1.245 2.248 0.11
H -4.498 -1.886 2.289 0.11
C -2.106 -0.587 1.455 -0.39
C 0.641 0.421 3.708 -0.14
H -3.119 -0.021 -2.252 0.03
C 4.340 -0.428 -1.616 0.00
P 1.562 -0.657 1.323 1.02
H 4.299 -1.415 2.126 0.13
H -1.693 3.359 -0.888 0.08
H 1.701 -0.655 -2.277 0.12
H -1.277 3.828 -2.541 0.10
C -3.143 0.910 3.037 0.00
Se -1.045 1.348 -2.256 1.02
H -0.099 1.265 5.535 0.12
H -3.116 -2.366 3.332 0.10
H 1.149 3.435 -2.097 0.08
C 3.138 -0.698 0.461 -0.32
C 0.083 3.295 1.633 -0.28
N -2.957 -0.428 2.476 -0.11
H -1.366 -3.932 -1.456 0.14
C 1.244 -4.685 1.142 -0.05
H -0.230 -1.989 -1.719 0.10
H -4.286 -1.192 3.887 0.11
H -2.599 -3.987 -0.271 0.14
H -1.466 1.235 1.518 0.03
C 4.313 -1.127 1.082 -0.05
H 2.109 0.884 -2.086 0.10
H 0.518 4.611 -0.960 0.10
H 1.800 -3.074 -0.144 0.10
H 3.681 2.750 4.187 0.13
Rh 0.215 0.269 -0.301 0.51
C 0.853 -2.746 3.102 -0.07
C 3.165 -0.366 -0.886 -0.29
Se 1.136 2.500 0.215 1.04
C -3.754 -1.541 3.009 0.00
N -1.808 -3.500 -0.661 0.22
C 5.506 -0.834 -0.985 -0.01
C 5.493 -1.187 0.362 -0.02
H 1.845 2.758 5.838 0.13
H 4.353 -0.169 -2.669 0.13
N -2.062 -1.856 0.903 0.20
```

The charge is +3. The calculation puts the HOMO-LUMO gap at 8.345 eV. As for the lowest unoccupied orbital energy: -8.49 eV.

What is the charge in the second record?
+1